[1]
DFT (the ωB97M-V functional and the def2-TZVPD basis) results for an isolated molecule of C3HCl2NO in a non-equilibrium geometry.

Results
max |F|: 3.21 eV Å⁻¹
relative energy (zero: lowest compared OMol25 entry of this formula, charge and spin): 11.2 kcal/mol
HOMO level: -11.28 eV

```
! RIJCOSX wB97M-V def2-TZVPD def2/J DEFGRID3
* xyz 0 1
C -0.69760 1.44102 -0.31953
C -0.20767 0.17413 -0.71144
C 0.35455 -0.66901 0.48709
N -1.03748 2.44377 0.07575
O -0.19159 -0.35845 -1.76213
Cl -0.21740 -2.24284 0.26190
Cl 2.06255 -0.36686 0.57566
H -0.06537 -0.42176 1.39270
*
```

[2]
DFT (the ωB97M-V functional and the def2-TZVPD basis) results for a structure of composition C3HCl2NO in a non-equilibrium geometry.

Results
max |F|: 8.59 eV Å⁻¹
relative energy (zero: lowest compared OMol25 entry of this formula, charge and spin): 24.4 kcal/mol
HOMO level (alpha / beta): -7.25 / -11.71 eV
expectation value of S²: 2.020

```
! RIJCOSX wB97M-V def2-TZVPD def2/J DEFGRID3
* xyz 0 3
C -0.47792 -0.69888 1.34925
C -1.08554 -0.23216 0.14463
C 0.58055 0.49013 -0.66840
N 0.07616 -0.99858 2.31927
O -2.11702 -0.20317 -0.34877
Cl 1.92746 -0.46585 -0.28587
Cl 0.39148 0.67233 -2.45630
H 0.70483 1.43618 -0.05380
*
```

[3]
DFT (the ωB97M-V functional and the def2-TZVPD basis) results for an isolated molecule of C3HCl3 in a non-equilibrium geometry.

Results
max |F|: 5.39 eV Å⁻¹
relative energy (zero: lowest compared OMol25 entry of this formula, charge and spin): 34.6 kcal/mol
HOMO level: -10.80 eV

```
! RIJCOSX wB97M-V def2-TZVPD def2/J DEFGRID3
* xyz 0 1
C -0.32852 0.05540 -0.08611
C -1.42443 0.52061 -0.18170
C -3.28531 0.59798 -0.20599
Cl -3.70019 2.12566 0.54341
Cl -3.73952 0.56052 -1.89737
Cl -3.86692 -0.76898 0.68381
H 0.68544 -0.21703 0.00057
*
```

[4]
DFT (the ωB97M-V functional and the def2-TZVPD basis) results for a cluster of 2 separate species, C3HClF2 in total in a non-equilibrium geometry.

Results
max |F|: 3.04 eV Å⁻¹
relative energy (zero: lowest compared OMol25 entry of this formula, charge and spin): 83.2 kcal/mol
HOMO level: -9.70 eV

```
! RIJCOSX wB97M-V def2-TZVPD def2/J DEFGRID3
* xyz 0 1
C 1.02177 0.82663 0.01107
C 0.41792 -0.23188 -0.10778
C -0.45051 -1.26644 -0.17502
F -0.24176 -2.41181 0.39260
F -0.34991 2.38783 0.72617
Cl -1.90078 -1.08287 -1.03762
H 1.50327 1.77854 0.19058
*
```